## P
C4H7NO3 as an isolated structure, computed with ωB97M-V/def2-TZVPD.

Last column: Löwdin charge in e.
Positions of all 15 atoms, in Å:
O1 2.01304 1.03095 0.69487  -0.05
C1 0.98488 0.70307 1.29574  -0.73
O2 0.57836 1.13451 2.39097  -0.10
C2 0.08798 -0.42586 0.60855  -0.30
C3 -0.79512 0.10310 -0.52604  -0.20
C4 -0.03077 0.66438 -1.75763  -0.53
O3 -0.84733 1.03168 -2.79844  -0.46
N1 -0.60833 -1.96507 1.04941  -0.07
H1 -0.51168 -0.88674 1.59276  0.04
H2 -1.48786 -0.63184 -0.93774  0.08
H3 -1.40857 0.92399 -0.13068  0.10
H4 0.74535 -0.05887 -2.08004  0.08
H5 0.39274 1.61242 -1.39288  0.07
H6 0.90978 -0.95497 0.14671  0.10
H7 -0.02247 -2.28075 1.84442  -0.04

As for the highest occupied orbital energy: 1.09 eV. The total charge is -2. As for the spin multiplicity: 1. The value obtained for the gap between HOMO and LUMO is 0.21401 hartree. The value obtained for the LUMO energy is 6.92 eV.

***

## Q
An isolated ion of composition C4H7NO3 and charge -2, computed with ωB97M-V/def2-TZVPD.

Last column: Löwdin charge in e.
Positions of all 15 atoms, in Å:
N1 -1.14072 0.88005 -0.89151  -0.01
C1 -0.73934 -0.22123 0.05229  -0.36
C2 -1.49748 -1.60361 -0.31344  -0.53
O1 -1.97579 -1.55230 -1.52713  -0.38
C3 0.77003 -0.39591 0.03060  -0.14
C4 1.40035 0.74445 0.83497  -0.74
O2 1.21073 1.90318 0.36446  -0.13
O3 2.27218 0.47808 1.71786  -0.15
H1 -0.35821 1.48405 -0.98801  -0.01
H2 -1.56813 0.45411 -1.79849  0.07
H3 -1.02836 0.06558 1.01732  0.08
H4 -0.76548 -2.42956 -0.14566  0.06
H5 -2.30664 -1.80242 0.47750  0.06
H6 1.16582 -1.28491 0.53903  0.09
H7 1.18771 -0.42112 -0.92922  0.09

Its structure (SMILES) is N[C@@H](C[O-])CC(=O)[O-]. As for the highest occupied orbital energy: 0.69 eV. The total charge is -2. As for the spin multiplicity: 1. The value obtained for the gap between HOMO and LUMO is 0.23581 hartree. The value obtained for the LUMO energy is 7.11 eV.

***

Energy relative to the most stable one, in eV: P 3.602; Q 0.000

***

## P
A 2-piece molecular cluster, C2H10OSi3 overall, computed with ωB97M-V/def2-TZVPD.

Last column: Löwdin charge in e.
Positions of all 16 atoms, in Å:
C1 2.52248 1.47601 0.72431  -0.11
C2 2.37003 0.37965 0.00053  -0.37
O1 1.52355 -2.12248 -0.69747  -0.31
Si1 -1.55079 0.65114 -0.73193  0.33
Si2 -2.85204 -0.78556 0.59552  0.37
Si3 1.01506 -0.90735 0.30856  0.65
H1 3.43346 1.96951 1.04696  0.05
H2 1.52747 1.99452 0.93919  0.05
H3 3.36101 -0.04469 -0.25455  0.04
H4 2.44567 -2.24611 -0.94645  0.04
H5 -1.00444 -0.16074 -1.65197  -0.19
H6 -2.45437 1.57080 -1.57786  -0.09
H7 -0.35201 1.48702 -0.21515  -0.10
H8 -2.80864 -0.46257 1.96197  -0.16
H9 -4.34146 -0.55391 0.21941  -0.11
H10 -2.83498 -2.24526 0.27895  -0.11

As for the highest occupied orbital energy: -8.66 eV. The total charge is 0. As for the spin multiplicity: 1. The value obtained for the gap between HOMO and LUMO is 0.30739 hartree. The value obtained for the LUMO energy is -0.30 eV.

***

## Q
A 2-piece molecular cluster, C2H10OSi3 overall, computed with ωB97M-V/def2-TZVPD.

Last column: Löwdin charge in e.
Positions of all 16 atoms, in Å:
C1 0.55006 -0.99023 -0.08299  -0.63
C2 -0.86016 -0.61171 0.16547  -0.16
O1 1.17640 -0.44301 -1.20557  -0.44
Si1 0.72406 0.69768 -2.37115  0.61
Si2 1.69102 -1.87147 0.97063  0.77
Si3 -4.09392 0.42353 2.63711  0.59
H1 -1.48827 -0.88284 -0.69620  0.08
H2 -0.91069 0.44255 0.18199  0.04
H3 -1.31728 -0.95660 1.13772  0.06
H4 0.25320 1.85986 -1.53293  -0.05
H5 -0.47759 0.33244 -3.09610  -0.08
H6 1.95903 0.56418 -3.19267  -0.04
H7 3.04858 -1.94557 0.49728  -0.11
H8 0.96915 -2.53145 2.05810  -0.11
H9 -4.34388 1.67253 1.80417  -0.24
H10 -4.95678 0.58224 3.77141  -0.29

As for the highest occupied orbital energy: -7.09 eV. The total charge is 0. As for the spin multiplicity: 1. The value obtained for the gap between HOMO and LUMO is 0.21741 hartree. The value obtained for the LUMO energy is -1.18 eV.

***

Energy relative to the most stable one, in eV: P 0.000; Q 2.126